Below is a molecular structure, C2Br2N2O, with properties calculated with ωB97M-V/def2-TZVPD.

XYZ file:
```
7
Properties=species:S:1:pos:R:3
C -0.829 0.417 0.395
C 0.864 0.083 -0.449
N -1.106 -0.796 0.606
N -0.327 -1.714 0.260
O 0.855 -1.178 -0.369
Br -1.596 2.029 0.718
Br 2.138 1.158 -1.162
```

Its expectation value of S² is 2.030. Its spin multiplicity is 3. The calculation puts the HOMO-LUMO gap (spin up / spin down) at 6.71 / 7.94 eV. As for the LUMO energy (spin up / spin down): 0.20 / -2.39 eV. The calculation puts the HOMO energy (spin up / spin down) at -6.502 / -10.330 eV. The calculation puts the energy above the lowest of the compared OMol25 structures with the same formula, charge and spin at 0.9144 eV.